ORCA calculation (ωB97M-V/def2-TZVPD) on one molecule with the formula C7H8BrFN2O3.

```
22
Properties=species:S:1:pos:R:3
C 0.70 3.66 0.21
C 1.75 1.58 -0.59
C -0.21 -1.32 0.27
C 0.83 -0.56 -0.51
C -1.64 -0.74 0.18
C -0.43 2.80 0.87
C -0.65 1.41 -0.11
N 1.63 2.93 -0.49
N 0.64 0.85 -0.28
O 0.68 4.84 0.30
O 2.75 0.95 -0.87
O -1.50 0.63 0.60
F -1.22 1.84 -1.33
Br -2.06 3.73 1.01
H -0.25 -2.47 0.16
H 0.20 -1.11 1.20
H 1.90 -0.87 -0.23
H 0.73 -0.70 -1.53
H -2.04 -0.68 -0.76
H -2.40 -1.09 0.91
H -0.02 2.32 1.69
H 2.31 3.40 -1.06
```

Relative energy (zero: lowest compared OMol25 entry of this formula, charge and spin)   0.174 eV
Energy   -3280.6561 Ha
E_HOMO   -10.1931 eV
E_LUMO   0.6 eV